Entry 1:
This record from OMol25 describes a molecular structure, C22H24HfN2S4. The level of theory is ωB97M-V/def2-TZVPD.

Kohn-Sham gap (eV): 6.02
HOMO energy (eV): -14.125

The geometry in ORCA input format:
```
! wB97M-V def2-TZVPD RIJCOSX def2/J DEFGRID3
* xyz 2 1
Hf -3.949 0.314 -0.307
S -2.935 -2.192 -0.887
C -1.338 -1.669 -1.204
N -0.311 -2.352 -0.764
C 1.050 -1.893 -1.084
C 1.075 -1.465 -2.525
N 0.070 -0.415 -2.719
C 0.478 0.708 -3.578
C 1.658 1.432 -2.963
C 2.825 1.617 -3.691
C 3.882 2.328 -3.139
C 3.780 2.839 -1.855
C 2.619 2.639 -1.118
C 1.558 1.941 -1.670
C -1.083 -0.488 -2.106
S -2.292 0.673 -2.413
C -0.396 -3.532 0.112
C 0.449 -3.345 1.354
C 1.432 -4.269 1.682
C 2.184 -4.105 2.837
C 1.965 -3.010 3.659
C 0.990 -2.079 3.326
C 0.231 -2.246 2.180
H 1.749 -2.705 -0.901
H 1.318 -1.061 -0.428
H 0.852 -2.302 -3.193
H 2.050 -1.062 -2.786
H -0.360 1.386 -3.706
H 0.745 0.307 -4.558
H 2.908 1.221 -4.697
H 4.780 2.485 -3.721
H 4.603 3.396 -1.429
H 2.536 3.042 -0.117
H 0.643 1.808 -1.098
H -0.031 -4.387 -0.461
H -1.435 -3.716 0.366
H 1.605 -5.130 1.046
H 2.936 -4.839 3.095
H 2.550 -2.879 4.559
H 0.813 -1.223 3.965
H -0.537 -1.522 1.930
C -4.610 4.054 2.213
C -3.895 2.940 1.502
S -4.397 2.762 -0.197
C -2.931 2.194 2.081
C -2.442 2.417 3.487
S -2.095 0.879 1.229
H -5.613 4.188 1.814
H -4.069 4.994 2.069
H -4.686 3.874 3.283
H -3.266 2.625 4.168
H -1.764 3.273 3.510
H -1.901 1.547 3.851
*
```

Entry 2:
This record from OMol25 describes 2 unconnected molecules or ions with the total composition C4H11N3O2. The level of theory is ωB97M-V/def2-TZVPD.

SMILES: CN=C(N)N.CC(=O)O
Kohn-Sham gap (eV): 9.10
Relative energy (zero: lowest compared OMol25 entry of this formula, charge and spin) (eV): 1.383
HOMO energy (eV): -8.230

The geometry in ORCA input format:
```
! wB97M-V def2-TZVPD RIJCOSX def2/J DEFGRID3
* xyz 0 1
C 3.874 -0.510 -0.183
C 2.424 -0.352 -0.455
O 1.787 -0.574 0.767
O 1.853 0.040 -1.421
H 4.184 0.081 0.686
H 4.442 -0.059 -1.009
H 4.193 -1.502 0.121
C -2.199 -0.912 1.419
C -1.691 0.800 -0.152
N -1.241 0.100 0.841
N -2.963 1.003 -0.583
N -0.719 1.161 -1.081
H 0.820 -0.609 0.662
H -1.811 -1.176 2.385
H -2.123 -1.764 0.731
H -3.432 1.184 -1.454
H -3.649 0.702 0.089
H -0.795 1.625 -1.974
H 0.229 1.233 -0.786
H -3.184 -0.470 1.398
*
```

Entry 3:
This record from OMol25 describes a single C3H7N5 molecule. The level of theory is ωB97M-V/def2-TZVPD.

SMILES: [H]/N=c1/cnn(C)n1N
Kohn-Sham gap (eV): 8.97
Relative energy (zero: lowest compared OMol25 entry of this formula, charge and spin) (eV): 6.747
HOMO energy (eV): -8.541

The geometry in ORCA input format:
```
! wB97M-V def2-TZVPD RIJCOSX def2/J DEFGRID3
* xyz 0 1
C 1.991 -0.323 0.545
C -0.894 -1.693 -0.248
C -1.257 -0.341 0.152
H 2.424 0.689 0.618
H 3.183 -0.727 0.123
H 1.423 -0.368 1.670
H -1.558 -2.488 -0.303
H -2.773 0.745 0.153
H -0.232 2.506 0.165
H -0.774 1.806 -1.219
N 0.906 -0.316 -0.711
N 0.420 -1.586 -0.627
N -2.566 -0.222 0.265
N -0.183 0.451 -0.091
N -0.109 1.867 -0.492
*
```

Entry 4:
This record from OMol25 describes 2 unconnected molecules or ions with the total composition C4H11O. The level of theory is ωB97M-V/def2-TZVPD.

Kohn-Sham gap (eV): 6.07
Relative energy (zero: lowest compared OMol25 entry of this formula, charge and spin) (eV): 0.922
HOMO energy (eV): -2.000

The geometry in ORCA input format:
```
! wB97M-V def2-TZVPD RIJCOSX def2/J DEFGRID3
* xyz -1 1
C 2.348 1.478 -0.843
O 1.616 0.463 -1.376
H 2.288 2.421 -1.434
H 3.451 1.275 -0.787
H 2.111 1.696 0.231
C -0.937 0.624 0.733
C -0.554 -0.669 0.008
C -1.659 -1.771 0.295
H -0.143 1.358 0.581
H -1.933 1.018 0.523
H -0.872 0.408 1.808
H -0.340 -0.503 -1.044
H 0.283 -1.302 0.287
H -1.079 -2.695 0.322
H -2.345 -2.021 -0.528
H -2.236 -1.778 1.223
*
```

Entry 5:
This record from OMol25 describes a molecular structure, C25H25Br2N6PPdS. The level of theory is ωB97M-V/def2-TZVPD.

Kohn-Sham gap (eV): 7.89
Relative energy (zero: lowest compared OMol25 entry of this formula, charge and spin) (eV): 0.000
HOMO energy (eV): -13.346

The geometry in ORCA input format:
```
! wB97M-V def2-TZVPD RIJCOSX def2/J DEFGRID3
* xyz 2 1
Pd -0.237 -0.124 0.716
S 3.965 1.243 0.524
C 3.972 -0.283 1.286
C 2.718 -0.817 1.395
C 1.721 0.041 0.852
C 2.255 1.201 0.346
C 1.417 2.182 -0.332
C 1.842 3.364 -0.926
C 0.911 4.154 -1.576
C -0.418 3.754 -1.618
C -0.767 2.569 -0.998
N 0.127 1.805 -0.368
H 4.911 -0.719 1.592
H 2.521 -1.801 1.798
H 2.885 3.649 -0.888
H 1.220 5.075 -2.051
H -1.169 4.341 -2.128
H -1.787 2.207 -1.000
Br -6.778 -1.151 -0.654
C -4.982 -0.827 -0.256
C -4.620 0.279 0.498
C -3.279 0.462 0.761
N -2.327 -0.371 0.328
C -2.675 -1.436 -0.419
C -4.005 -1.689 -0.724
C -1.567 -2.296 -0.915
C -1.783 -3.414 -1.704
C -0.689 -4.135 -2.155
Br -0.949 -5.649 -3.220
C 0.589 -3.722 -1.818
C 0.718 -2.601 -1.019
N -0.329 -1.907 -0.572
H -5.359 0.977 0.863
H -2.933 1.315 1.330
H -4.292 -2.540 -1.322
H -2.777 -3.735 -1.976
H 1.463 -4.253 -2.166
H 1.692 -2.240 -0.723
C -0.142 1.556 5.880
N 1.198 1.180 5.227
C 1.614 -0.205 5.755
N 0.589 -1.160 5.525
C -0.661 -0.739 6.154
N -1.117 0.552 5.639
C -1.544 0.481 4.238
P -0.164 -0.042 3.114
C 1.093 1.178 3.729
C 0.416 -1.492 4.107
H -0.441 2.519 5.468
H 0.056 1.653 6.947
H 1.904 1.862 5.510
H 1.795 -0.080 6.823
H 2.538 -0.475 5.247
H -0.505 -0.652 7.230
H -1.427 -1.491 5.977
H -1.923 1.455 3.922
H -2.368 -0.229 4.151
H 0.819 2.182 3.400
H 2.071 0.933 3.312
H 1.359 -1.856 3.698
H -0.311 -2.300 4.013
*
```